A molecular structure, C31H45N3O4S2Si2TeV, computed with the ωB97M-V functional and the def2-TZVPD basis.

Last column: Mulliken spin population.
CARTESIAN COORDINATES (ANGSTROEM)
1 V 0.177 -0.204 -0.791  2.402
2 C 0.404 -0.062 4.075  0.002
3 N -0.102 0.444 2.799  -0.016
4 C 0.842 1.344 2.149  0.061
5 C 2.132 0.700 1.678  -0.011
6 N 1.999 -0.410 0.688  -0.055
7 C 1.880 -1.693 1.387  0.078
8 C 3.134 -0.350 -0.228  0.022
9 C 4.231 -1.188 -0.098  0.002
10 C 5.307 -1.080 -0.972  -0.001
11 C 5.279 -0.119 -1.969  0.001
12 C 4.179 0.714 -2.103  0.020
13 C 3.081 0.616 -1.249  -0.001
14 S 1.652 1.619 -1.463  -0.068
15 C -1.421 0.961 2.928  0.019
16 C -1.670 2.330 2.919  0.002
17 C -2.958 2.830 3.032  0.000
18 C -4.040 1.970 3.167  0.000
19 C -3.813 0.611 3.181  0.001
20 C -2.518 0.073 3.062  -0.009
21 S -2.353 -1.635 3.005  0.002
22 H 0.632 0.762 4.767  0.000
23 H 1.314 -0.641 3.923  0.000
24 H -0.336 -0.714 4.533  0.000
25 H 1.154 2.161 2.824  0.001
26 H 0.352 1.798 1.289  0.013
27 H 2.732 0.332 2.520  -0.003
28 H 2.705 1.494 1.203  -0.004
29 H 1.860 -2.500 0.655  0.033
30 H 0.946 -1.696 1.949  -0.044
31 H 2.704 -1.867 2.091  0.006
32 H 4.264 -1.935 0.683  0.000
33 H 6.157 -1.741 -0.865  0.000
34 H 6.111 -0.020 -2.655  0.000
35 H 4.146 1.451 -2.896  -0.001
36 H -0.852 3.026 2.810  0.000
37 H -3.113 3.902 3.014  0.000
38 H -5.047 2.355 3.252  0.000
39 H -4.638 -0.084 3.268  0.000
40 O 1.127 -2.020 -4.408  0.016
41 C 0.620 -1.392 -3.349  0.008
42 O 1.082 -1.557 -2.218  0.035
43 C -0.529 -0.521 -3.550  0.174
44 C -1.156 -0.225 -4.726  -0.072
45 C -2.244 0.677 -4.727  0.161
46 C -2.611 1.262 -3.533  -0.074
47 C -1.960 0.947 -2.345  0.243
48 N -0.933 0.007 -2.342  0.036
49 C -2.150 1.455 -1.025  0.023
50 O -3.121 2.328 -0.707  0.022
51 O -1.399 1.071 -0.109  0.004
52 H 1.903 -2.512 -4.099  0.000
53 H -0.807 -0.665 -5.650  -0.002
54 H -2.748 0.928 -5.648  0.006
55 H -3.417 1.990 -3.539  -0.002
56 H -3.642 2.542 -1.490  -0.001
57 C 1.649 -4.823 2.041  0.001
58 Si 0.354 -5.159 0.718  -0.002
59 C 1.049 -4.833 -0.992  -0.001
60 C -0.159 -6.958 0.845  0.000
61 C -1.207 -4.150 1.057  0.005
62 Te -1.544 -2.259 0.137  -0.043
63 C -2.131 -3.200 -1.696  -0.004
64 Si -3.994 -3.342 -1.882  -0.002
65 C -4.693 -4.314 -0.444  -0.001
66 C -4.725 -1.624 -1.913  -0.004
67 C -4.361 -4.226 -3.491  0.000
68 H 2.015 -5.774 2.433  0.000
69 H 1.245 -4.256 2.882  0.000
70 H 2.512 -4.277 1.656  0.000
71 H 2.054 -5.260 -1.060  0.000
72 H 1.123 -3.766 -1.221  0.007
73 H 0.443 -5.300 -1.771  0.000
74 H 0.697 -7.619 0.686  0.000
75 H -0.920 -7.210 0.103  0.000
76 H -0.568 -7.179 1.834  0.000
77 H -1.315 -4.012 2.134  0.000
78 H -2.080 -4.720 0.725  -0.001
79 H -1.621 -4.164 -1.710  0.002
80 H -1.714 -2.592 -2.501  0.008
81 H -4.467 -3.840 0.515  0.000
82 H -4.309 -5.337 -0.419  0.000
83 H -5.781 -4.377 -0.526  0.000
84 H -4.453 -1.058 -1.018  -0.001
85 H -5.816 -1.670 -1.956  0.000
86 H -4.375 -1.061 -2.782  0.003
87 H -3.955 -5.240 -3.487  0.000
88 H -3.924 -3.694 -4.339  0.000
89 H -5.437 -4.300 -3.665  0.000

* 2S+1: 4
* highest occupied orbital energy (alpha / beta): -5.46 / -5.47 eV
* lowest unoccupied orbital energy (alpha / beta): -1.538 / -1.842 eV
* relative energy (zero: lowest compared OMol25 entry of this formula, charge and spin): 240.6 kJ/mol
* frontier orbital gap (alpha / beta): 3.92 / 3.62 eV
* net charge: 0

***

C4H7NO3 in the gas phase, computed with the ωB97M-V functional and the def2-TZVPD basis.

Last column: Mulliken charge in e.
CARTESIAN COORDINATES (ANGSTROEM)
1 C -0.233 -1.342 1.303  -1.183
2 C 0.717 -0.462 0.525  0.617
3 O 1.638 0.186 1.013  -0.574
4 C 0.726 -0.738 -1.044  -0.355
5 O -0.476 -0.156 -1.408  -0.337
6 C -1.049 1.039 -0.595  0.563
7 N -0.199 2.081 -0.475  -0.306
8 O -2.247 1.123 -0.430  -0.529
9 H -0.989 -1.785 0.656  0.308
10 H -0.743 -0.726 2.047  0.322
11 H 0.343 -2.132 1.788  0.374
12 H 1.586 -0.217 -1.478  0.287
13 H 0.725 -1.817 -1.231  0.350
14 H -0.599 2.979 -0.241  0.238
15 H 0.802 1.967 -0.428  0.224

* 2S+1: 1
* highest occupied orbital energy: -9.75 eV
* SMILES string: CC(=O)COC(N)=O
* lowest unoccupied orbital energy: 0.253 eV
* relative energy (zero: lowest compared OMol25 entry of this formula, charge and spin): 206.2 kJ/mol
* frontier orbital gap: 10.00 eV
* net charge: 0

***

A gas-phase ion, C5H10N3OS (charge +1), computed with the ωB97M-V functional and the def2-TZVPD basis.

Last column: Mulliken charge in e.
CARTESIAN COORDINATES (ANGSTROEM)
1 C 1.863 -0.041 -1.743  -0.555
2 O 1.583 -0.806 -0.502  -0.219
3 N 0.336 -1.615 -0.613  -0.473
4 C -0.320 -1.505 0.679  0.041
5 S -1.828 -2.416 0.589  -0.153
6 N -0.677 0.088 0.794  0.142
7 C -1.668 0.866 0.138  -0.169
8 C -1.382 2.145 0.472  -0.505
9 N -0.124 2.232 1.106  -0.054
10 C 0.172 0.944 1.323  -0.135
11 H 2.849 0.447 -1.564  0.257
12 H 1.068 0.672 -1.985  0.263
13 H 1.767 -0.716 -2.632  0.278
14 H 0.679 -2.687 -0.723  0.300
15 H 0.245 -1.779 1.657  0.347
16 H -1.509 -3.094 -0.420  0.161
17 H -2.642 0.531 -0.232  0.369
18 H -1.725 3.061 0.145  0.447
19 H 0.184 2.971 1.724  0.298
20 H 1.129 0.702 1.786  0.360

* 2S+1: 1
* highest occupied orbital energy: -13.52 eV
* SMILES string: CON[C@H](S)[n+]1cc[nH]c1
* lowest unoccupied orbital energy: -2.976 eV
* relative energy (zero: lowest compared OMol25 entry of this formula, charge and spin): 231.7 kJ/mol
* frontier orbital gap: 10.54 eV
* net charge: +1

***

A molecular structure, C26H50P2PdSi, computed with the ωB97M-V functional and the def2-TZVPD basis.

Last column: Mulliken spin population.
CARTESIAN COORDINATES (ANGSTROEM)
1 Pd -1.275 0.002 -1.550  0.471
2 C 3.420 -0.205 0.194  0.222
3 C 3.111 0.393 1.468  0.004
4 C 3.215 -1.909 1.737  0.239
5 C 3.454 -1.626 0.375  0.214
6 C 3.009 -0.662 2.422  0.208
7 C 3.614 0.469 -1.117  -0.006
8 H 3.206 1.486 -1.058  0.013
9 H 3.059 -0.087 -1.896  0.016
10 H 4.659 0.554 -1.430  0.024
11 C 3.718 -2.617 -0.704  0.009
12 H 3.433 -2.234 -1.702  -0.004
13 H 3.167 -3.548 -0.512  -0.001
14 H 4.802 -2.853 -0.743  0.007
15 C 3.344 -3.236 2.392  -0.004
16 H 4.353 -3.339 2.839  0.013
17 H 3.213 -4.041 1.649  0.003
18 H 2.603 -3.364 3.199  0.000
19 C 2.913 -0.522 3.882  0.007
20 H 3.919 -0.460 4.331  0.033
21 H 2.404 -1.382 4.335  -0.001
22 H 2.383 0.394 4.164  0.006
23 C 3.033 1.833 1.784  0.019
24 H 3.994 2.200 2.181  -0.005
25 H 2.251 2.011 2.537  0.000
26 H 2.807 2.420 0.881  0.001
27 C -2.888 1.150 -1.688  0.543
28 C -2.116 2.337 -2.316  0.026
29 C -2.095 3.711 -1.628  0.026
30 C -2.466 3.852 -0.127  0.103
31 C -2.146 2.688 0.688  0.250
32 C -2.970 1.618 1.053  0.111
33 C -4.308 1.256 0.430  0.023
34 C -4.255 1.548 -1.039  -0.011
35 H -2.752 4.347 -2.200  0.008
36 H -3.543 4.134 -0.037  0.019
37 H -1.099 4.151 -1.756  -0.029
38 H -4.457 2.621 -1.228  0.005
39 H -3.093 0.318 -2.444  0.010
40 H -2.422 2.400 -3.351  -0.001
41 H -5.065 0.976 -1.521  0.002
42 H -4.495 0.204 0.623  -0.002
43 H -3.006 1.409 2.146  0.022
44 H -5.127 1.831 0.881  -0.006
45 H -1.814 4.689 0.246  0.007
46 H -1.274 2.829 1.337  0.009
47 P -0.247 1.955 -2.464  0.504
48 C -0.306 0.873 -3.954  0.085
49 C 1.013 2.854 -1.390  0.023
50 P -0.874 -0.879 1.805  0.080
51 C -1.690 0.137 0.565  -0.009
52 C -0.446 0.593 2.860  0.044
53 C -2.561 -1.533 2.170  0.012
54 H -0.562 -0.136 -3.584  0.007
55 H 0.695 0.876 -4.396  0.005
56 H -1.106 1.202 -4.622  0.001
57 H 0.562 3.516 -0.585  -0.003
58 H 1.685 3.435 -2.082  0.018
59 H 1.571 2.060 -0.859  0.024
60 H -3.380 -0.982 1.698  0.001
61 H -2.703 -1.597 3.254  -0.001
62 H -2.574 -2.553 1.755  0.001
63 H -2.592 -0.346 0.233  -0.063
64 H -1.046 0.933 0.141  0.213
65 H 0.308 0.261 3.606  -0.014
66 H -1.330 1.053 3.333  0.004
67 H 0.053 1.362 2.255  -0.003
68 C 0.804 -3.012 -2.713  0.103
69 Si -0.317 -2.452 -1.261  0.228
70 C -2.164 -2.805 -1.580  0.081
71 C 0.231 -3.479 0.275  0.043
72 H 1.277 -2.133 -3.177  -0.008
73 H 0.180 -3.526 -3.466  0.010
74 H 1.596 -3.712 -2.395  0.003
75 H -2.273 -3.837 -1.928  0.023
76 H -2.740 -2.635 -0.660  -0.023
77 H -2.518 -2.113 -2.367  0.001
78 H -0.520 -4.242 0.538  0.005
79 H 1.165 -4.035 0.102  0.002
80 H 0.392 -2.848 1.166  0.002

* 2S+1: 5
* highest occupied orbital energy (alpha / beta): -11.77 / -11.70 eV
* lowest unoccupied orbital energy (alpha / beta): -7.478 / -8.102 eV
* relative energy (zero: lowest compared OMol25 entry of this formula, charge and spin): 573.4 kJ/mol
* frontier orbital gap (alpha / beta): 4.29 / 3.59 eV
* net charge: +2

***

A gas-phase ion, C5H11N2O (charge +1), computed with the ωB97M-V functional and the def2-TZVPD basis.

Last column: Mulliken charge in e.
CARTESIAN COORDINATES (ANGSTROEM)
1 C 2.040 0.965 0.806  -1.339
2 C 0.883 0.282 0.111  0.976
3 C 0.717 0.870 -1.244  -1.173
4 N 0.394 -0.721 0.689  -0.138
5 C -0.744 -1.567 0.259  -0.699
6 C -2.071 -0.789 0.037  -0.595
7 N -1.977 0.531 -0.548  0.170
8 O -2.625 1.428 -0.139  -0.369
9 H 2.973 0.683 0.240  0.347
10 H 2.332 0.672 1.809  0.384
11 H 1.912 2.025 0.834  0.389
12 H 1.397 0.253 -1.978  0.333
13 H 1.174 1.845 -1.294  0.397
14 H -0.330 0.998 -1.756  0.412
15 H 0.768 -1.102 1.571  0.330
16 H -0.959 -2.247 0.952  0.455
17 H -0.486 -1.927 -0.687  0.304
18 H -2.712 -1.378 -0.611  0.396
19 H -2.687 -0.820 0.948  0.421

* 2S+1: 1
* highest occupied orbital energy: -12.85 eV
* SMILES string: CC(C)=[NH+]CCN=O
* lowest unoccupied orbital energy: -4.400 eV
* relative energy (zero: lowest compared OMol25 entry of this formula, charge and spin): 475.0 kJ/mol
* frontier orbital gap: 8.45 eV
* net charge: +1

***

C9H18N2O2 in the gas phase, computed with the ωB97M-V functional and the def2-TZVPD basis.

Last column: Mulliken charge in e.
CARTESIAN COORDINATES (ANGSTROEM)
1 C 0.640 2.306 -3.101  -1.043
2 C 1.205 0.937 -3.191  -0.531
3 C 1.555 0.260 -1.818  -0.757
4 C 0.375 -0.188 -0.874  0.121
5 C 0.620 -1.345 0.097  -1.100
6 C -0.354 -1.677 1.254  0.223
7 C -1.817 -1.405 0.907  -1.161
8 O -2.109 0.021 0.899  -0.405
9 C -2.060 0.549 2.221  -0.581
10 C -0.643 0.503 2.638  -0.453
11 N -0.055 -0.830 2.486  0.683
12 N 0.840 -1.296 3.330  -0.695
13 O 1.832 -0.599 3.317  -0.352
14 H 0.195 2.494 -4.110  0.300
15 H -0.098 2.402 -2.264  0.242
16 H 1.468 2.943 -2.868  0.315
17 H 2.077 0.826 -3.888  0.349
18 H 0.412 0.257 -3.597  0.309
19 H 2.049 -0.602 -2.166  0.414
20 H 2.321 0.940 -1.280  0.290
21 H -0.385 -0.573 -1.537  0.266
22 H 0.096 0.682 -0.247  0.030
23 H 0.790 -2.296 -0.463  0.376
24 H 1.578 -1.122 0.566  0.326
25 H -0.238 -2.753 1.475  0.412
26 H -1.992 -1.952 -0.074  0.343
27 H -2.487 -1.808 1.544  0.588
28 H -2.422 1.483 2.319  0.411
29 H -2.804 -0.085 2.789  0.329
30 H -0.553 0.795 3.631  0.475
31 H -0.035 1.135 2.004  0.276

* 2S+1: 1
* highest occupied orbital energy: -8.72 eV
* SMILES string: CCCCC[C@@H]1COCCN1N=O
* lowest unoccupied orbital energy: 0.374 eV
* relative energy (zero: lowest compared OMol25 entry of this formula, charge and spin): 495.6 kJ/mol
* frontier orbital gap: 9.10 eV
* net charge: 0

***

2 unconnected molecules or ions with the total composition C4H9N, computed with the ωB97M-V functional and the def2-TZVPD basis.

Last column: Mulliken spin population.
CARTESIAN COORDINATES (ANGSTROEM)
1 C -1.967 -3.200 -0.940  0.504
2 C -2.215 -1.894 -1.026  0.747
3 H -1.031 -3.703 -1.150  -0.182
4 H -2.793 -3.910 -0.759  0.018
5 H -1.415 -1.274 -1.404  -0.469
6 H -3.217 -1.559 -0.806  -0.248
7 C 0.853 2.379 1.586  -0.012
8 C 1.144 1.364 0.762  1.189
9 N 2.111 1.362 -0.235  0.881
10 H 1.548 3.172 1.846  -0.008
11 H -0.090 2.409 2.127  -0.223
12 H 0.527 0.474 0.777  -0.326
13 H 1.945 0.885 -1.117  -0.709
14 H 2.783 2.087 -0.052  -0.161

* 2S+1: 2
* highest occupied orbital energy (alpha / beta): 1.40 / -4.27 eV
* lowest unoccupied orbital energy (alpha / beta): 4.176 / 4.162 eV
* relative energy (zero: lowest compared OMol25 entry of this formula, charge and spin): 160.2 kJ/mol
* frontier orbital gap (alpha / beta): 2.78 / 8.43 eV
* net charge: -1

***

5 unconnected molecules or ions with the total composition C21H42N2O13, computed with the ωB97M-V functional and the def2-TZVPD basis.

Last column: Mulliken charge in e.
CARTESIAN COORDINATES (ANGSTROEM)
1 C -17.071 -18.104 11.168  -0.825
2 O -18.085 -17.248 11.648  -0.303
3 C -18.413 -17.749 12.975  -0.451
4 C -19.401 -16.921 13.802  -1.020
5 N -20.419 -16.141 13.060  -0.375
6 C -21.473 -16.993 12.477  -0.401
7 C -22.436 -16.010 11.768  -0.624
8 O -21.725 -15.205 10.751  -0.377
9 C -21.186 -15.805 9.543  -0.622
10 H -17.300 -19.169 11.202  0.332
11 H -16.182 -18.012 11.792  0.336
12 H -16.810 -17.704 10.188  0.263
13 H -17.615 -18.174 13.583  0.508
14 H -18.933 -18.687 12.780  0.345
15 H -18.798 -16.170 14.311  0.355
16 H -19.850 -17.468 14.631  0.413
17 H -19.936 -15.728 12.275  0.337
18 H -22.064 -17.648 13.117  0.457
19 H -21.053 -17.646 11.711  0.226
20 H -22.794 -15.241 12.453  0.286
21 H -23.307 -16.497 11.330  0.361
22 H -20.468 -16.615 9.669  0.241
23 H -20.723 -14.912 9.122  0.227
24 H -22.007 -15.946 8.840  0.312
25 C -18.951 -24.320 5.279  -0.812
26 O -18.296 -25.320 6.114  -0.419
27 C -17.392 -24.751 7.064  -0.590
28 C -16.844 -25.862 7.903  -0.614
29 N -18.060 -26.572 8.364  -0.267
30 C -17.764 -27.916 8.850  -0.568
31 C -18.627 -28.331 10.006  -0.653
32 O -18.271 -27.709 11.160  -0.312
33 C -17.301 -28.442 11.959  -0.861
34 H -18.859 -23.271 5.560  0.336
35 H -20.011 -24.543 5.155  0.292
36 H -18.668 -24.347 4.227  0.282
37 H -17.968 -24.103 7.725  0.320
38 H -16.718 -23.983 6.684  0.475
39 H -16.067 -25.648 8.637  0.388
40 H -16.291 -26.514 7.227  0.337
41 H -18.630 -26.662 7.535  0.267
42 H -16.722 -27.987 9.164  0.383
43 H -17.789 -28.638 8.033  0.387
44 H -18.737 -29.402 10.173  0.389
45 H -19.690 -28.146 9.851  0.299
46 H -16.739 -27.751 12.589  0.307
47 H -16.406 -28.889 11.525  0.321
48 H -17.800 -29.084 12.684  0.314
49 O -30.916 -16.036 1.650  -0.554
50 C -29.931 -16.583 2.150  0.691
51 O -29.352 -16.167 3.283  -0.296
52 C -28.105 -16.781 3.355  -0.364
53 C -28.291 -18.156 2.598  -0.314
54 O -29.175 -17.584 1.638  -0.327
55 H -27.386 -16.249 2.733  0.283
56 H -27.756 -17.028 4.358  0.343
57 H -28.675 -18.996 3.176  0.261
58 H -27.372 -18.512 2.132  0.276
59 O -24.691 -22.347 8.522  -0.617
60 C -24.263 -23.021 9.477  0.720
61 O -24.649 -24.181 9.975  -0.351
62 C -23.708 -24.619 11.011  -0.318
63 C -22.621 -23.689 10.765  -0.242
64 O -23.171 -22.657 10.012  -0.295
65 H -24.261 -24.409 11.927  0.247
66 H -23.449 -25.677 10.964  0.292
67 H -21.846 -24.151 10.153  0.271
68 H -22.221 -23.583 11.774  0.289
69 O -21.211 -23.946 17.347  -0.587
70 C -21.291 -25.036 17.988  0.692
71 O -22.375 -25.653 18.391  -0.293
72 C -21.956 -26.884 19.091  -0.310
73 C -20.538 -27.143 18.495  -0.325
74 O -20.177 -25.779 18.276  -0.320
75 H -22.063 -26.743 20.167  0.288
76 H -22.439 -27.823 18.821  0.284
77 H -20.499 -27.682 17.548  0.258
78 H -19.863 -27.734 19.115  0.313

* 2S+1: 1
* highest occupied orbital energy: -8.72 eV
* SMILES string: COCCNCCOC.COCCNCCOC.O=C1OCCO1.O=C1OCCO1.O=C1OCCO1
* lowest unoccupied orbital energy: 0.178 eV
* frontier orbital gap: 8.90 eV
* net charge: 0